No. 1
28
Properties=species:S:1:pos:R:3 method="wB97M-V/def2-TZVPD" total_charge=0 smiles="CC(C)=N[Si@](C)(O)CCC(N)=O" homo_ev=-9.0
C -0.758 0.394 2.607
C -1.302 -0.366 1.424
C -1.274 -1.862 1.560
N -1.817 0.246 0.431
Si -1.120 0.220 -1.128
C -1.929 1.553 -2.171
O -1.355 -1.254 -1.885
C 0.723 0.552 -1.076
C 1.584 -0.647 -0.648
C 3.020 -0.228 -0.384
N 3.238 0.681 0.701
O 3.952 -0.641 -1.045
H -0.952 1.448 2.464
H 0.296 0.178 2.749
H -1.267 0.065 3.514
H -1.215 -2.355 0.598
H -0.497 -2.177 2.248
H -2.223 -2.151 2.011
H -1.284 1.840 -2.994
H -2.906 1.242 -2.528
H -2.099 2.407 -1.521
H -1.351 -1.145 -2.834
H 1.006 0.800 -2.100
H 0.961 1.433 -0.486
H 1.206 -1.128 0.256
H 1.618 -1.378 -1.444
H 2.441 0.641 1.322
H 3.304 1.632 0.362

***

No. 2
28
Properties=species:S:1:pos:R:3 method="wB97M-V/def2-TZVPD" total_charge=+1 homo_ev=-12.2
C -1.561 0.589 -0.176
C -0.685 -1.715 0.198
C 0.557 -1.391 1.051
C 2.146 -0.127 -0.155
C 3.045 -0.256 -1.281
C 1.830 1.245 0.291
C -3.092 1.582 1.348
N -1.091 -0.689 -0.677
N -2.499 0.459 0.758
N -0.132 -0.637 -1.779
O -1.150 1.596 -0.642
O 1.655 -1.257 0.183
H -0.423 -2.509 -0.475
H -1.567 -2.054 0.807
H 0.407 -0.499 1.584
H 0.763 -2.241 1.781
H 3.647 -1.098 -1.123
H 3.516 0.660 -1.475
H 2.207 -0.441 -2.001
H 1.561 1.566 1.332
H 0.861 1.486 -0.353
H 2.631 1.894 -0.073
H -2.227 2.292 1.849
H -3.618 2.139 0.612
H -3.570 1.081 2.207
H -2.723 -0.433 1.030
H -0.298 0.130 -2.361
H -0.191 -1.372 -2.459